The following is a DFT calculation (ωB97M-V/def2-TZVPD) of a cluster of 9 separate species, C51H41BrFO18PSi in total at a distorted geometry.

Geometry as XYZ:
```
114
Properties=species:S:1:pos:R:3:forces:R:3
C -3.28605 4.32514 -0.18430 0.5 0.2 0.1
Si -3.57318 6.12166 0.15609 -1.1 -0.2 -0.4
F -3.90067 6.28418 1.73688 0.1 0.2 -0.2
C -4.90957 6.92944 -0.90263 0.0 0.3 0.5
C -6.33822 6.68165 -0.38755 0.3 0.3 -0.1
O -6.39967 5.66353 0.61945 -0.2 0.2 -0.1
P -1.66629 7.29115 -0.20956 1.4 -0.3 0.0
O -1.95453 8.08387 -1.63270 -0.3 -0.1 0.3
Br -1.80207 8.86342 1.40815 -0.4 0.0 -0.2
H -4.19636 3.72546 -0.19077 -0.2 0.2 0.0
H -2.65646 3.92348 0.62003 -0.1 0.2 -0.3
H -2.74207 4.13851 -1.12224 -0.3 0.2 0.4
H -4.79060 6.64502 -1.94845 0.1 -0.2 0.0
H -4.69839 8.00239 -0.87954 0.0 0.1 0.0
H -6.73724 7.60983 0.02222 -0.1 0.0 0.0
H -6.99043 6.40623 -1.21476 -0.1 -0.2 0.1
H -6.29966 6.12557 1.46089 0.0 -0.4 0.0
H -1.10202 8.30487 -2.03060 -0.2 0.0 0.0
C -0.78877 1.01692 -1.68882 0.1 0.0 0.1
C -0.35525 -0.19187 -2.03068 0.0 0.0 -0.2
C -0.22694 -0.58780 -3.45149 0.0 0.0 0.0
O 0.16865 -1.69333 -3.76331 0.0 0.0 0.0
C -0.60015 0.41529 -4.48160 0.0 0.1 -0.1
C -1.03632 1.62536 -4.13677 0.0 -0.1 0.0
C -1.16288 2.01742 -2.71213 0.0 0.1 0.0
O -1.56037 3.11910 -2.38748 0.2 -0.2 -0.4
H -0.89128 1.32380 -0.65797 -0.1 0.0 0.1
H -0.08459 -0.92848 -1.29335 -0.1 0.0 0.0
H -0.50050 0.10590 -5.51509 0.0 -0.1 0.0
H -1.31597 2.37133 -4.86996 0.0 0.0 0.0
C -2.00993 1.78750 3.57685 0.0 0.0 0.1
C -2.47380 1.15037 4.64900 0.1 0.1 0.0
C -3.46930 0.05712 4.52265 -0.1 0.0 0.1
O -3.89105 -0.52360 5.49971 0.0 0.0 0.0
C -3.92643 -0.29918 3.15787 0.0 0.0 -0.1
C -3.46148 0.33767 2.08632 -0.1 -0.1 0.0
C -2.46744 1.42866 2.21393 0.1 0.0 -0.1
O -2.04087 2.00924 1.23599 0.1 -0.3 0.2
H -1.28459 2.58859 3.64613 0.0 0.0 0.0
H -2.15245 1.39548 5.65332 0.0 0.0 0.0
H -4.65153 -1.09984 3.08727 0.0 0.0 0.0
H -3.78055 0.09240 1.08157 0.0 0.0 0.0
C 2.27027 -3.23162 1.24969 0.1 0.0 -0.1
C 1.34006 -2.48727 0.65588 0.0 0.0 0.1
C 0.19803 -1.92859 1.42005 -0.1 0.0 0.0
O -0.66116 -1.24833 0.89172 0.1 -0.1 0.1
C 0.13183 -2.22998 2.87120 0.0 0.0 0.1
C 1.05993 -2.97323 3.46640 -0.1 0.0 0.1
C 2.20047 -3.52981 2.70064 0.0 0.0 0.0
O 3.04901 -4.20702 3.24550 -0.1 0.0 0.1
H 3.11322 -3.65123 0.70809 -0.1 0.0 0.0
H 1.37722 -2.26170 -0.40184 0.0 0.0 0.0
H -0.70949 -1.81302 3.41105 0.0 0.0 0.0
H 1.02834 -3.20440 4.52360 0.0 0.0 0.0
C 3.18776 9.64081 4.47245 0.1 0.1 0.0
C 3.66490 10.87022 4.29703 0.0 -0.1 0.1
C 3.09005 11.77970 3.27577 0.0 0.1 0.0
O 3.52706 12.89932 3.11524 0.0 0.0 0.0
C 1.96339 11.26731 2.45973 0.0 -0.1 0.0
C 1.48448 10.03748 2.63376 0.0 0.1 -0.1
C 2.05992 9.12824 3.65538 0.0 -0.1 0.0
O 1.62659 8.00807 3.81887 0.0 0.0 0.0
H 3.59343 8.96151 5.21141 0.0 0.0 0.0
H 4.48614 11.26289 4.88294 0.0 0.0 0.0
H 1.55798 11.94712 1.72102 0.0 0.0 0.0
H 0.66098 9.64705 2.04567 0.1 0.0 0.1
C -10.49975 1.83135 -2.09584 0.0 0.1 -0.1
C -10.57007 3.07565 -2.56188 0.0 -0.1 0.0
C -9.59158 4.10888 -2.14245 0.0 0.1 0.0
O -9.65477 5.24390 -2.56546 0.0 0.0 0.0
C -8.53338 3.70375 -1.18718 0.1 -0.1 0.0
C -8.46357 2.45960 -0.72121 0.0 0.1 0.0
C -9.43996 1.42578 -1.13936 0.0 -0.1 0.1
O -9.37618 0.29061 -0.71758 0.0 0.0 0.0
H -11.20316 1.06208 -2.38797 0.0 0.0 0.0
H -11.33449 3.39127 -3.26047 0.0 0.0 0.0
H -7.82977 4.46931 -0.89039 0.0 0.0 0.1
H -7.69870 2.14613 -0.02216 0.0 0.0 0.0
C 7.54368 -6.71869 0.00345 0.0 0.0 -0.1
C 6.61366 -5.97501 -0.58963 0.0 0.0 0.0
C 5.47395 -5.41926 0.17755 0.0 0.0 0.0
O 4.62337 -4.74114 -0.36575 0.1 0.0 0.0
C 5.40471 -5.71811 1.62844 -0.1 0.0 0.1
C 6.33599 -6.46238 2.22032 0.0 0.0 0.0
C 7.47624 -7.01851 1.45443 0.0 0.0 0.0
O 8.32876 -7.69564 1.98860 -0.1 0.0 0.1
H 8.38531 -7.13700 -0.53469 0.0 0.0 0.1
H 6.64329 -5.74318 -1.64666 0.0 0.0 0.0
H 4.56182 -5.29924 2.16974 0.1 0.0 -0.1
H 6.30615 -6.69406 3.27739 0.0 0.0 0.0
C 10.76908 -10.90048 3.42426 0.0 0.0 -0.1
C 10.44567 -10.12858 2.38864 0.0 0.0 0.1
C 11.11865 -10.28760 1.07558 0.0 0.1 0.0
O 10.82985 -9.58732 0.12810 0.0 0.0 0.0
C 12.16153 -11.33704 0.96115 0.1 -0.1 0.0
C 12.48295 -12.10677 1.99747 0.0 0.0 -0.1
C 11.81062 -11.94890 3.31060 0.0 0.0 0.1
O 12.10344 -12.65285 4.25360 0.0 0.0 0.0
H 10.29177 -10.80161 4.39081 0.0 0.0 0.0
H 9.68748 -9.35894 2.45309 0.1 0.0 -0.1
H 12.63935 -11.43676 -0.00524 0.0 0.0 0.0
H 13.24094 -12.87714 1.93479 0.0 0.0 0.0
C -1.77593 -5.06970 -5.81046 0.0 0.1 0.0
C -1.25162 -3.85504 -5.95751 0.1 -0.1 0.1
C -1.80038 -2.89917 -6.95003 0.0 0.0 0.0
O -1.32485 -1.79163 -7.08944 0.0 0.1 0.0
C -2.95342 -3.34545 -7.76948 -0.1 -0.1 0.0
C -3.47627 -4.55968 -7.62137 0.0 0.1 -0.1
C -2.92833 -5.51701 -6.62896 0.0 -0.1 0.0
O -3.40672 -6.62251 -6.49350 0.0 0.0 0.0
H -1.39126 -5.78313 -5.09303 0.0 0.0 0.0
H -0.41197 -3.50893 -5.36753 0.0 0.1 0.0
H -3.33840 -2.63194 -8.48695 0.0 0.0 0.0
H -4.31684 -4.90499 -8.20962 0.0 0.0 0.0
```
Forces are in eV/Å.

The gap between HOMO and LUMO comes out at 0.23964 Ha. The value obtained for the strongest force on any atom is 1.4 eV/A. The total energy comes out at -180327.20044 eV. The value obtained for the energy relative to the best compared isomer or geometry (same formula, charge and spin) is 0.000 eV. As for the SMILES: C[Si@](F)(CCO)P(O)Br.O=C1C=CC(=O)C=C1.O=C1C=CC(=O)C=C1.O=C1C=CC(=O)C=C1.O=C1C=CC(=O)C=C1.O=C1C=CC(=O)C=C1.O=C1C=CC(=O)C=C1.O=C1C=CC(=O)C=C1.O=C1C=CC(=O)C=C1.

Results of the Löwdin charge analysis, in e, for atoms 1 through 5: number 1, C, carries -0.1721; number 2, Si, carries 0.3179; number 3, F, carries -0.1868; number 4, C, carries -0.2311; number 5, C, carries -0.2844

The following is a DFT calculation (ωB97M-V/def2-TZVPD) of a structure of composition C51H41ClN11NaO2S2.

Geometry as XYZ:
```
109
Properties=species:S:1:pos:R:3:forces:R:3
Na 0.27506 0.00396 0.41626 0.0 0.2 -0.5
N 3.35422 3.53360 9.74575 0.0 0.0 0.0
C 2.98116 3.13328 8.73136 -0.1 -0.1 -0.2
C 2.51548 2.63422 7.46805 0.0 0.1 -0.1
C 2.16508 1.29145 7.32139 0.0 -0.1 0.1
C 1.73650 0.80764 6.10060 0.0 0.0 0.0
C 1.64050 1.63761 4.96988 0.0 0.0 -0.1
C 1.96650 2.99668 5.14706 0.0 0.0 0.1
C 2.40312 3.48667 6.36003 0.0 0.0 0.1
C 1.23056 1.14002 3.64500 0.0 0.0 -0.1
C 2.02324 0.04364 3.09610 0.0 -0.4 -0.1
C 3.00422 -0.72926 3.77932 -0.1 -0.1 0.0
C 3.54579 -1.63746 2.85195 -0.2 0.1 0.1
C 2.88654 -1.37349 1.65233 0.0 0.3 0.0
N 1.97735 -0.36571 1.78252 0.4 -0.3 0.2
C 0.09152 1.80843 3.06006 -0.2 0.0 -0.2
C -0.77561 2.69803 3.76077 0.0 0.0 0.0
C -1.80800 3.05182 2.88502 0.1 -0.1 0.1
C -1.54070 2.36403 1.69524 0.2 -0.1 0.1
N -0.41466 1.61888 1.78280 0.0 0.2 0.2
H 2.22482 0.63416 8.18096 0.0 0.0 0.0
H 1.44806 -0.23170 6.00470 0.0 0.0 0.0
H 1.87710 3.65973 4.29580 0.0 0.0 0.0
H 2.66940 4.53117 6.46993 0.0 0.0 0.0
H 3.29912 -0.63359 4.81274 0.0 0.0 -0.1
H 4.31968 -2.37776 3.01939 -0.1 0.1 0.0
H 3.06082 -1.86196 0.69248 -0.1 0.1 0.3
H -0.67059 3.00650 4.79273 0.0 0.0 -0.1
H -2.64547 3.71126 3.06947 0.1 0.0 0.0
H -2.12643 2.39991 0.77971 0.1 0.0 0.0
S -1.47848 1.22269 -2.74155 0.0 0.0 0.1
C -3.07150 1.87925 -2.40072 0.1 0.0 0.1
C -3.44758 3.16216 -2.68538 -0.1 -0.1 0.0
C -4.74203 3.62773 -2.38132 -0.2 0.0 0.0
C -5.10313 4.94780 -2.74114 0.0 -0.1 0.1
N -5.37967 6.03305 -3.04630 0.0 -0.1 0.0
C -5.67408 2.71237 -1.71332 -0.1 0.3 -0.1
C -5.23843 1.40950 -1.40839 -0.1 0.0 0.0
C -3.98744 0.98182 -1.75028 0.1 0.1 0.0
S -3.38254 -0.63337 -1.44272 0.0 -0.1 0.1
C -6.99678 3.09257 -1.38449 0.1 0.0 0.0
N -8.08922 3.37684 -1.11323 0.1 0.0 0.0
H -2.74784 3.83424 -3.16794 0.0 0.0 0.0
H -5.92765 0.73600 -0.90898 0.0 0.0 0.0
O -0.95902 -1.30126 -2.20201 0.0 0.1 0.2
C -1.76113 -0.40625 -2.10750 -0.1 -0.2 -0.5
N -7.69235 -3.15612 7.01381 -0.4 -0.1 0.3
C -6.77245 -3.00207 6.34889 0.6 0.1 -0.4
C -5.61601 -2.82776 5.50705 -0.1 0.0 0.1
C -4.52545 -3.67691 5.63153 0.1 -0.2 0.1
C -3.42267 -3.53470 4.81146 0.0 -0.2 0.1
C -3.38919 -2.54100 3.84039 0.1 0.0 0.0
C -4.47115 -1.67104 3.73107 -0.1 0.2 0.0
C -5.57061 -1.81613 4.55411 -0.1 0.2 -0.1
N -2.28401 -2.42046 2.98674 -0.1 -0.1 0.0
C -1.15000 -3.23347 2.95430 -0.1 0.3 0.0
C -0.38470 -2.74688 1.95096 0.0 0.1 -0.2
N -1.02093 -1.67758 1.33625 0.2 -0.5 0.1
C -2.13654 -1.50694 1.97207 0.1 0.0 0.2
H -4.54490 -4.45474 6.38369 0.0 0.0 0.0
H -2.58319 -4.20186 4.93572 0.0 0.0 0.0
H -4.45501 -0.86724 3.00852 -0.1 0.0 0.0
H -6.40724 -1.13531 4.46255 0.0 0.0 0.0
H -0.97036 -4.02922 3.65362 0.0 0.1 0.0
H 0.60423 -3.06390 1.65219 -0.1 0.1 0.0
H -2.83818 -0.71144 1.76901 0.1 -0.1 0.0
C 7.62083 -1.89946 -3.78768 0.0 0.0 0.0
C 6.94842 -2.24362 -2.45375 0.1 -0.1 0.0
C 6.26130 -3.61588 -2.58612 0.0 0.0 0.0
C 8.03421 -2.38499 -1.37293 0.0 0.0 0.0
C 5.91414 -1.14744 -2.02483 -0.1 0.1 0.1
O 5.45595 -1.57261 -0.75056 -0.2 0.0 -0.2
C 6.57998 0.24723 -1.98120 -0.1 0.0 0.1
C 5.89085 1.35454 -1.17006 0.0 -0.1 0.1
C 5.90176 1.20556 0.33840 0.0 0.0 0.0
C 4.74448 1.42704 1.07951 0.0 -0.1 0.0
C 4.75752 1.40070 2.46977 0.0 0.2 0.1
C 5.94683 1.14118 3.12402 0.0 0.0 -0.2
Cl 5.99720 1.12556 4.86266 0.0 0.0 0.0
C 7.10918 0.88648 2.41127 0.1 0.0 0.1
C 7.08013 0.92231 1.02681 0.1 0.0 0.0
C 4.73637 -1.15912 -3.03824 0.1 0.0 0.2
N 3.56230 -0.42086 -2.62064 0.1 0.0 -0.1
C 2.60510 -0.79948 -1.76265 0.2 0.0 0.2
N 1.72885 0.16518 -1.60954 -0.2 0.2 -0.2
C 2.18255 1.12984 -2.45254 0.0 0.1 0.1
N 3.29295 0.82166 -3.09117 -0.1 -0.1 0.1
H 8.28161 -2.72307 -4.07656 0.0 0.1 0.0
H 8.22928 -0.99512 -3.71595 0.0 0.0 0.0
H 6.89193 -1.76375 -4.59318 0.1 0.0 0.1
H 7.02044 -4.40213 -2.59309 0.0 0.0 0.0
H 5.69667 -3.70919 -3.51720 0.0 0.0 0.1
H 5.59157 -3.79767 -1.74243 0.1 0.0 -0.1
H 8.66980 -3.24241 -1.61193 0.0 0.0 0.0
H 7.58362 -2.54451 -0.39322 0.0 0.0 0.0
H 8.68223 -1.50793 -1.31597 0.0 0.0 0.0
H 4.90237 -0.90215 -0.32214 0.1 0.0 0.1
H 6.66476 0.59794 -3.01326 0.1 0.0 0.0
H 7.59525 0.14202 -1.59888 0.0 0.0 0.0
H 4.87290 1.50616 -1.51715 -0.1 0.0 0.0
H 6.42302 2.28232 -1.40367 0.0 0.0 -0.1
H 3.80050 1.60647 0.57474 0.0 0.0 0.0
H 3.84298 1.55745 3.03105 0.2 0.1 -0.1
H 8.02708 0.66278 2.94212 0.0 0.0 0.0
H 8.00008 0.73677 0.47924 -0.1 0.0 0.0
H 4.42124 -2.18348 -3.20488 -0.1 0.0 0.0
H 5.04775 -0.72471 -3.98348 0.0 0.0 -0.1
H 2.59592 -1.76195 -1.26583 0.0 0.2 -0.2
H 1.68899 2.08471 -2.58118 0.1 -0.2 0.0
```
Forces are in eV/Å.

The gap between HOMO and LUMO (spin up / spin down) comes out at 0.13211 / 0.13902 Ha. As for the net charge: -2. The value obtained for the strongest force on any atom is 0.8 eV/A. The total energy comes out at -112650.34867 eV. The value obtained for the energy relative to the best compared isomer or geometry (same formula, charge and spin) is 0.693 eV.

Results of the Löwdin charge analysis, in e, for atoms 1 through 5: number 1, Na, carries 0.2429; number 2, N, carries 0.1088; number 3, C, carries -0.2149; number 4, C, carries -0.2602; number 5, C, carries -0.0428